{"formula": "C48H53N5O2ReS", "method": "the ωB97M-V functional and the def2-TZVPD basis", "elements": ["Re", "C", "C", "C", "C", "C", "C", "C", "N", "C", "C", "C", "C", "C", "C", "C", "C", "C", "C", "N", "C", "C", "C", "N", "C", "C", "C", "C", "C", "C", "C", "C", "C", "C", "C", "C", "C", "C", "N", "C", "C", "H", "H", "H", "H", "H", "H", "H", "H", "H", "H", "H", "H", "H", "H", "H", "H", "H", "H", "H", "H", "H", "H", "H", "H", "H", "H", "H", "H", "H", "H", "H", "H", "H", "H", "H", "H", "H", "H", "H", "H", "H", "H", "H", "H", "O", "C", "O", "C", "C", "C", "C", "C", "N", "H", "H", "H", "H", "S", "C", "C", "C", "C", "C", "C", "H", "H", "H", "H", "H"], "positions_angstrom": [[0.370804, 0.454645, 0.730829], [-2.263165, 3.374740, -4.440746], [-2.594791, 3.649361, -2.971843], [-2.332681, 2.475329, -2.086832], [-3.207766, 1.541622, -1.642025], [-4.666913, 1.409800, -1.933656], [-4.956902, 0.423679, -3.067342], [-2.442168, 0.633538, -0.829377], [-1.121518, 0.984693, -0.780310], [-1.041426, 2.103555, -1.569058], [0.112147, 2.773037, -1.900210], [1.370006, 2.318767, -1.595612], [2.586293, 2.874345, -2.127442], [2.658245, 4.042103, -3.057495], [2.372981, 3.653940, -4.510352], [3.595137, 2.089252, -1.667660], [2.983782, 1.077561, -0.841136], [3.708458, 0.111560, -0.184191], [3.186465, -0.907568, 0.582918], [1.859974, -1.098822, 0.841008], [1.796119, -2.246235, 1.571984], [0.612925, -2.873756, 1.890080], [-0.621043, -2.481188, 1.411770], [-0.899719, -1.327985, 0.708599], [-2.248425, -1.402596, 0.456722], [-2.982358, -0.468779, -0.225086], [-2.820533, -2.602923, 1.001994], [-1.801023, -3.276748, 1.598756], [-1.842226, -4.616492, 2.262822], [-1.347637, -5.740887, 1.349375], [-4.246960, -3.025734, 0.842390], [-4.516415, -3.670822, -0.518680], [3.109641, -2.775710, 1.825371], [3.981690, -1.941266, 1.196058], [5.469136, -2.054894, 1.090807], [5.922354, -2.679448, -0.230861], [3.393703, -4.042241, 2.567517], [3.262796, -5.285318, 1.683974], [1.621520, 1.230088, -0.811602], [5.057080, 2.188039, -1.966640], [5.505103, 1.199378, -3.046106], [-2.453884, 4.254323, -5.056577], [-2.866583, 2.551577, -4.825496], [-1.215102, 3.094900, -4.559974], [-3.645639, 3.931044, -2.878810], [-2.022824, 4.510129, -2.615272], [-5.065791, 2.393702, -2.188802], [-5.194204, 1.103984, -1.026907], [-4.475553, 0.744599, -3.992138], [-6.028835, 0.341686, -3.251248], [-4.574286, -0.570461, -2.828786], [0.025493, 3.660557, -2.511436], [3.649416, 4.494202, -2.989541], [1.953008, 4.812358, -2.735185], [3.100680, 2.922096, -4.863310], [2.418790, 4.524315, -5.165733], [1.383439, 3.204518, -4.607163], [4.782991, 0.144399, -0.296377], [0.659676, -3.787516, 2.466012], [-4.046764, -0.630617, -0.319962], [-2.866962, -4.828244, 2.574745], [-1.246384, -4.596513, 3.179457], [-1.963791, -5.806622, 0.451878], [-1.382801, -6.704341, 1.858938], [-0.320925, -5.560047, 1.028007], [-4.907287, -2.165342, 0.977515], [-4.504074, -3.729814, 1.636518], [-4.274632, -2.982484, -1.330081], [-5.563166, -3.960703, -0.615548], [-3.901459, -4.562022, -0.650378], [5.840699, -2.655182, 1.923829], [5.920561, -1.066851, 1.207016], [5.520122, -3.687168, -0.341218], [7.009932, -2.739071, -0.282486], [5.571919, -2.092864, -1.081501], [2.719048, -4.126439, 3.423413], [4.402741, -3.994867, 2.982121], [2.259907, -5.359123, 1.260286], [3.460993, -6.194021, 2.253324], [3.966656, -5.243716, 0.852095], [5.633143, 2.025806, -1.052551], [5.286114, 3.205091, -2.289926], [5.297492, 0.170966, -2.746950], [6.574406, 1.289519, -3.240196], [4.972146, 1.381619, -3.980080], [3.025741, 1.439076, 3.710219], [2.064209, 1.116542, 3.051165], [1.924610, 1.302510, 1.772075], [0.859046, 0.485204, 3.702587], [0.776725, 0.365592, 5.075275], [-0.383287, -0.144229, 5.628778], [-1.414018, -0.506742, 4.773855], [-1.241937, -0.371932, 3.410378], [-0.115733, 0.103628, 2.874115], [1.622717, 0.693495, 5.661829], [-0.490298, -0.245083, 6.700554], [-2.351513, -0.892196, 5.149433], [-2.029366, -0.651943, 2.726575], [-0.287336, 2.788202, 1.495581], [-1.962645, 3.219706, 1.126484], [-3.056065, 2.458165, 1.539013], [-4.354637, 2.859071, 1.259647], [-4.593130, 4.040882, 0.571679], [-3.515117, 4.818894, 0.172183], [-2.216801, 4.409027, 0.440022], [-2.878544, 1.542089, 2.087491], [-5.187232, 2.247918, 1.590641], [-5.606990, 4.356358, 0.359385], [-3.685209, 5.749568, -0.356371], [-1.374307, 5.009214, 0.117176]], "forces_ev_per_angstrom": [[0.12, 0.00, -0.34], [0.01, 0.00, 0.00], [0.00, -0.01, -0.06], [-0.09, -0.04, -0.07], [0.02, 0.09, -0.03], [0.00, 0.02, -0.01], [0.00, -0.02, 0.00], [0.01, -0.02, -0.07], [-0.09, 0.05, 0.21], [0.13, 0.07, 0.02], [-0.15, 0.04, -0.02], [0.12, -0.07, 0.09], [0.03, -0.03, 0.01], [-0.01, 0.01, 0.00], [0.00, 0.00, -0.01], [-0.01, 0.04, 0.01], [-0.01, -0.02, 0.00], [-0.02, -0.02, 0.01], [0.06, -0.01, -0.03], [0.01, -0.03, -0.06], [-0.11, -0.09, 0.03], [0.01, 0.06, -0.05], [0.21, 0.02, 0.07], [-0.11, -0.05, 0.08], [0.14, -0.17, 0.16], [-0.17, 0.11, -0.05], [0.01, -0.03, -0.04], [-0.05, 0.03, 0.02], [0.00, 0.00, 0.02], [0.01, -0.01, 0.00], [0.01, 0.01, 0.00], [-0.01, 0.00, -0.02], [0.02, 0.03, 0.02], [-0.02, 0.00, 0.03], [-0.01, -0.01, 0.02], [0.01, 0.00, -0.01], [0.01, 0.01, 0.01], [0.00, -0.01, 0.00], [0.01, 0.16, -0.06], [-0.01, 0.00, 0.00], [0.01, -0.01, 0.00], [0.00, 0.01, -0.01], [0.00, -0.01, 0.00], [0.00, 0.00, 0.00], [0.00, 0.00, 0.00], [0.00, -0.01, 0.00], [0.00, 0.00, 0.00], [-0.02, -0.01, 0.00], [0.00, 0.01, 0.00], [-0.01, 0.00, -0.01], [0.00, 0.00, 0.00], [-0.01, 0.00, -0.01], [0.00, 0.00, 0.00], [0.00, -0.01, 0.00], [0.00, 0.00, 0.00], [0.00, 0.01, -0.01], [0.00, 0.00, 0.00], [0.02, -0.01, 0.00], [0.00, -0.01, 0.00], [-0.01, 0.00, -0.02], [0.01, 0.00, 0.00], [0.00, 0.00, -0.01], [0.00, 0.00, 0.00], [0.00, -0.01, 0.00], [0.00, 0.00, 0.00], [0.00, 0.00, 0.00], [0.01, 0.00, -0.01], [0.00, 0.00, 0.00], [-0.01, 0.00, -0.01], [0.00, 0.00, 0.00], [0.00, 0.00, 0.00], [0.00, 0.00, 0.00], [0.00, -0.01, 0.00], [0.01, 0.00, 0.00], [0.00, 0.00, 0.00], [0.00, 0.00, 0.00], [0.00, 0.00, 0.00], [0.00, 0.00, 0.00], [0.00, -0.01, 0.00], [0.01, 0.00, 0.00], [0.00, 0.00, 0.00], [0.00, 0.00, 0.00], [0.00, 0.00, 0.01], [0.01, 0.00, 0.00], [0.00, 0.00, -0.01], [0.08, -0.07, 0.00], [-0.13, 0.25, -0.01], [-0.08, -0.17, 0.28], [0.14, -0.01, -0.09], [-0.04, -0.02, 0.08], [0.00, 0.01, -0.07], [0.02, 0.00, 0.07], [-0.08, -0.03, -0.04], [-0.06, 0.15, -0.04], [0.00, 0.00, 0.00], [0.00, 0.00, 0.00], [0.00, 0.00, 0.00], [-0.01, 0.02, -0.02], [0.00, -0.18, -0.11], [0.00, -0.01, 0.02], [-0.02, 0.01, 0.04], [0.02, -0.04, 0.04], [0.03, 0.00, -0.01], [0.02, 0.03, 0.02], [-0.01, 0.03, 0.04], [0.01, -0.03, 0.02], [0.01, 0.00, 0.00], [0.00, 0.00, 0.00], [0.01, 0.00, 0.00], [0.00, 0.00, -0.01]], "lowdin_charge": [1.51, -0.07, -0.19, -0.13, -0.13, -0.19, -0.07, -0.24, -0.01, -0.25, 0.04, -0.22, -0.11, -0.18, -0.08, -0.11, -0.21, 0.06, -0.21, 0.01, -0.22, 0.05, -0.24, -0.01, -0.25, 0.05, -0.14, -0.14, -0.18, -0.07, -0.19, -0.08, -0.12, -0.11, -0.18, -0.08, -0.18, -0.08, 0.00, -0.18, -0.08, 0.07, 0.07, 0.06, 0.11, 0.11, 0.11, 0.10, 0.07, 0.07, 0.07, 0.12, 0.11, 0.11, 0.07, 0.07, 0.06, 0.11, 0.11, 0.11, 0.10, 0.11, 0.07, 0.07, 0.06, 0.11, 0.10, 0.07, 0.07, 0.07, 0.11, 0.11, 0.07, 0.07, 0.06, 0.11, 0.11, 0.06, 0.07, 0.07, 0.11, 0.11, 0.06, 0.07, 0.07, 0.10, -0.58, -0.26, -0.19, 0.02, -0.04, -0.03, -0.10, -0.02, 0.13, 0.11, 0.11, 0.10, 0.73, -0.63, -0.12, -0.10, -0.10, -0.10, -0.13, 0.09, 0.10, 0.10, 0.10, 0.10], "e_homo_ha": [-0.2379, -0.2480], "s_squared": 0.76, "de_lowest_ev": 0.099, "total_charge": 0, "spin_multiplicity": 2}

=====

{"formula": "C48H54As2N2O2PdS2Si", "method": "the ωB97M-V functional and the def2-TZVPD basis", "elements": ["Pd", "S", "C", "N", "C", "C", "N", "C", "C", "C", "C", "C", "C", "C", "C", "S", "C", "C", "C", "C", "C", "C", "C", "H", "H", "H", "H", "H", "H", "H", "H", "H", "H", "H", "H", "H", "H", "H", "H", "H", "H", "C", "C", "As", "C", "C", "C", "C", "C", "C", "C", "C", "C", "C", "C", "C", "As", "C", "C", "C", "C", "C", "C", "C", "C", "C", "C", "C", "C", "H", "H", "H", "H", "H", "H", "H", "H", "H", "H", "H", "H", "H", "H", "H", "H", "H", "H", "H", "H", "H", "H", "H", "H", "C", "O", "H", "H", "H", "C", "Si", "C", "C", "O", "H", "H", "H", "H", "H", "H", "H", "H", "H"], "positions_angstrom": [[0.121788, 0.674729, -1.256457], [-1.041819, 2.363501, 0.178993], [-1.588551, 1.500889, 1.500574], [-1.913884, 2.111084, 2.613711], [-2.330672, 1.350039, 3.796494], [-3.196559, 0.217863, 3.369650], [-2.466378, -0.592916, 2.385083], [-2.620951, -2.051306, 2.557656], [-1.853585, -2.504533, 3.777772], [-2.515089, -2.985193, 4.900348], [-1.793653, -3.374262, 6.024950], [-0.410779, -3.272977, 6.031567], [0.256347, -2.790825, 4.909621], [-0.461925, -2.410754, 3.786830], [-1.729224, -0.028095, 1.461605], [-1.007972, -0.947801, 0.261920], [-1.994321, 3.577450, 2.772433], [-3.438520, 4.016634, 2.821914], [-4.255500, 3.860021, 1.702888], [-5.585928, 4.245563, 1.753670], [-6.109995, 4.790267, 2.921507], [-5.300771, 4.949200, 4.035546], [-3.967473, 4.558657, 3.986532], [-2.881768, 2.014573, 4.456675], [-1.445163, 0.981678, 4.318580], [-4.123428, 0.588456, 2.925258], [-3.440880, -0.410320, 4.222557], [-2.261983, -2.546232, 1.664676], [-3.685330, -2.262281, 2.665719], [-3.597355, -3.069818, 4.896580], [-2.315241, -3.754425, 6.894160], [0.149275, -3.574217, 6.907880], [1.337527, -2.718372, 4.910405], [0.059013, -2.055902, 2.901561], [-1.460140, 4.044637, 1.955115], [-1.486627, 3.831790, 3.704107], [-3.843698, 3.451966, 0.784494], [-6.213375, 4.135359, 0.878518], [-7.147490, 5.096155, 2.958049], [-5.702766, 5.382409, 4.942254], [-3.333232, 4.694699, 4.857366], [3.679774, 0.822760, -2.057886], [3.295548, 1.695200, -0.869042], [2.040468, 0.743958, 0.273421], [1.898514, 1.798103, 1.873091], [2.256832, 3.139369, 1.904908], [2.124592, 3.859199, 3.086385], [1.627246, 3.242407, 4.226940], [1.263734, 1.899850, 4.191978], [1.393789, 1.177729, 3.014276], [3.042462, -0.772002, 0.887819], [4.243834, -0.548141, 1.556359], [4.980042, -1.631181, 2.010811], [4.514150, -2.926734, 1.803374], [3.311066, -3.143366, 1.146595], [2.568865, -2.062431, 0.685510], [2.061449, 0.364105, -3.085257], [2.680549, 0.177451, -4.898979], [3.984305, -0.234671, -5.146733], [4.420461, -0.341783, -6.459361], [3.562350, -0.033784, -7.508987], [2.263793, 0.383020, -7.250886], [1.820293, 0.497830, -5.941282], [1.897630, -1.589834, -2.784487], [3.029058, -2.388410, -2.629403], [2.939701, -3.754915, -2.412764], [1.693785, -4.358370, -2.354092], [0.546782, -3.596073, -2.522514], [0.666157, -2.241223, -2.759319], [4.198085, -0.077444, -1.731707], [4.341409, 1.375088, -2.721521], [2.779488, 2.593847, -1.203036], [4.174924, 1.994538, -0.299242], [2.638490, 3.631365, 1.019185], [2.418921, 4.900752, 3.117735], [1.537701, 3.803827, 5.148814], [0.895949, 1.413265, 5.088595], [1.130412, 0.125163, 2.990305], [4.596529, 0.460705, 1.734004], [5.912886, -1.466840, 2.535057], [5.092335, -3.769105, 2.161914], [2.946909, -4.152216, 0.996344], [1.626010, -2.224076, 0.175165], [4.663684, -0.475513, -4.338264], [5.436331, -0.657060, -6.660330], [3.911972, -0.111110, -8.530066], [1.600656, 0.632011, -8.069398], [0.814447, 0.841718, -5.733892], [4.010592, -1.935196, -2.673342], [3.840023, -4.341383, -2.281842], [1.605662, -5.423499, -2.180597], [-0.426153, -4.057082, -2.469521], [-0.386175, -0.515972, -2.807597], [-0.938208, 2.500771, -3.315712], [-0.780248, 1.119922, -3.100345], [0.015853, 2.994267, -3.554558], [-1.381298, 3.023676, -2.462563], [-1.602158, 2.646504, -4.174088], [-2.630954, -3.503112, -3.583845], [-2.039533, -1.814636, -4.010602], [-1.329466, -1.616588, -5.684569], [-3.174125, -0.540723, -3.338375], [-0.547374, -1.509824, -2.954875], [-3.613613, -3.628273, -4.052095], [-2.762625, -3.617110, -2.505616], [-1.992545, -4.303232, -3.959441], [-2.053870, -1.913411, -6.450004], [-0.444213, -2.246069, -5.805365], [-1.051896, -0.576444, -5.863549], [-4.210883, -0.850341, -3.504013], [-3.016488, 0.432400, -3.803007], [-3.016643, -0.429027, -2.263358]], "forces_ev_per_angstrom": [[2.36, 1.82, -0.64], [-0.06, 0.03, -0.37], [0.18, 0.04, -0.30], [-0.38, -0.01, 0.64], [0.16, 0.18, 0.03], [-0.13, -0.15, -0.13], [-0.50, -0.02, 0.63], [0.04, -0.02, 0.10], [-0.02, 0.06, 0.00], [0.03, -0.03, 0.01], [-0.01, 0.02, -0.03], [-0.02, 0.00, 0.00], [-0.02, 0.03, -0.01], [0.03, -0.01, 0.02], [0.27, -0.01, -0.43], [-0.12, -0.28, -0.10], [0.01, 0.01, 0.07], [0.00, -0.06, 0.03], [0.00, 0.01, -0.01], [0.02, 0.00, 0.02], [0.02, -0.01, -0.01], [0.01, 0.01, 0.00], [0.00, 0.03, 0.00], [-0.01, 0.06, -0.02], [0.06, 0.05, 0.03], [-0.04, -0.06, -0.04], [0.03, -0.07, -0.01], [0.00, 0.00, -0.12], [-0.02, 0.06, 0.02], [0.05, 0.00, 0.00], [0.02, 0.01, -0.03], [-0.02, 0.01, -0.03], [-0.03, -0.02, -0.01], [-0.01, -0.02, 0.02], [0.09, 0.00, -0.09], [0.03, -0.07, 0.01], [-0.02, 0.02, 0.04], [0.01, 0.00, 0.02], [0.02, 0.00, 0.00], [0.01, -0.02, -0.02], [-0.03, -0.01, -0.04], [0.01, 0.02, -0.04], [0.09, -0.05, -0.10], [-0.50, 0.23, -0.10], [-0.14, -0.06, 0.05], [-0.04, 0.02, 0.01], [-0.01, 0.00, 0.01], [0.00, -0.04, -0.02], [-0.01, 0.03, 0.00], [0.08, 0.04, 0.03], [-0.27, -0.20, -0.10], [0.00, -0.09, -0.01], [0.00, -0.02, 0.00], [-0.01, 0.03, 0.00], [0.00, 0.01, 0.04], [0.05, -0.01, 0.04], [-0.08, -0.98, 1.45], [-0.30, 0.69, -0.25], [0.02, -0.02, -0.03], [-0.03, -0.01, -0.01], [-0.01, 0.00, 0.05], [0.03, -0.04, -0.07], [0.01, -0.01, -0.04], [0.04, 0.02, -0.12], [-0.06, -0.03, 0.07], [-0.01, 0.02, -0.02], [0.03, -0.01, 0.02], [0.02, -0.05, -0.01], [-0.11, 0.01, -0.06], [0.05, -0.02, 0.02], [0.03, 0.01, -0.11], [0.00, 0.12, -0.01], [0.03, -0.05, 0.11], [0.01, 0.02, 0.01], [-0.02, -0.03, -0.01], [0.01, -0.02, -0.03], [0.04, 0.01, -0.03], [0.00, -0.02, 0.04], [0.03, 0.02, 0.02], [-0.02, -0.01, -0.03], [-0.02, 0.03, 0.00], [0.01, 0.03, 0.00], [0.02, -0.02, -0.02], [0.00, 0.04, -0.02], [-0.03, 0.00, -0.01], [-0.01, 0.00, 0.02], [0.01, -0.01, 0.02], [0.01, 0.05, 0.02], [0.01, -0.02, 0.03], [-0.03, 0.02, -0.03], [0.00, 0.05, 0.00], [-0.04, 0.00, 0.02], [-0.57, -0.31, -0.59], [0.17, -0.17, -0.09], [-0.87, -0.63, 0.71], [0.03, -0.02, 0.06], [-0.03, -0.03, -0.03], [-0.03, -0.01, -0.01], [0.05, -0.21, -0.07], [0.23, 0.06, 0.36], [-0.07, 0.01, -0.32], [-0.27, 0.21, -0.17], [0.40, -0.07, -0.04], [0.04, 0.01, 0.05], [-0.04, -0.02, -0.02], [-0.04, -0.01, 0.00], [0.07, 0.04, 0.04], [-0.01, 0.02, -0.02], [-0.01, -0.04, 0.00], [0.06, -0.02, 0.02], [-0.02, -0.08, 0.08], [-0.02, 0.00, 0.00]], "lowdin_charge": [0.28, 0.77, -0.64, -0.08, -0.08, -0.08, -0.08, -0.10, -0.22, -0.04, -0.06, -0.07, -0.07, -0.05, -0.62, 0.74, -0.11, -0.22, -0.04, -0.06, -0.07, -0.06, -0.04, 0.14, 0.13, 0.15, 0.14, 0.07, 0.14, 0.12, 0.11, 0.11, 0.11, 0.08, 0.08, 0.13, 0.10, 0.11, 0.11, 0.11, 0.12, -0.40, -0.41, 1.24, -0.40, -0.09, -0.06, -0.06, -0.08, -0.11, -0.37, -0.09, -0.05, -0.05, -0.07, -0.12, 1.38, -0.37, -0.10, -0.05, -0.05, -0.06, -0.11, -0.28, -0.10, -0.06, -0.04, 0.00, -0.27, 0.06, 0.08, 0.07, 0.09, 0.10, 0.12, 0.12, 0.11, 0.09, 0.11, 0.12, 0.12, 0.11, 0.07, 0.10, 0.12, 0.12, 0.12, 0.09, 0.10, 0.12, 0.12, 0.10, 0.01, -0.24, -0.55, 0.07, 0.03, 0.08, -0.15, 0.57, -0.13, -0.14, -0.15, 0.06, 0.05, 0.04, 0.06, 0.05, 0.03, 0.06, 0.04, 0.03], "e_homo_ha": -0.4628, "de_lowest_ev": 2.594, "total_charge": 2}

=====

DFT total energy list, top to bottom, in eV: -75151.6598; -212420.4252